# 1
The following is a DFT calculation (ωB97M-V/def2-TZVPD) of the molecule C5H9ClNO2P in a non-equilibrium geometry.

XYZ file:
```
19
Properties=species:S:1:pos:R:3:mulliken_charge:R:1
C 0.101 -0.185 -0.030 0.6683
C 0.563 -1.678 0.013 -0.2697
C 1.977 -1.769 0.345 -0.7974
C -2.519 1.505 -0.726 -1.0509
C -1.669 1.183 0.516 -0.3411
N 0.762 0.787 -0.406 -0.5580
O 2.792 -1.268 -0.656 -0.2781
O -1.130 -0.066 0.464 -0.3179
P 2.863 0.328 -0.861 0.1693
Cl 3.511 1.107 0.917 -0.2364
H -0.106 -2.114 0.773 0.2973
H 0.316 -2.184 -0.927 0.2623
H 2.140 -1.242 1.236 0.4083
H 2.273 -2.716 0.412 0.4144
H -3.330 0.828 -0.781 0.3140
H -2.954 2.569 -0.548 0.3092
H -2.100 1.583 -1.749 0.3207
H -2.409 1.274 1.347 0.2919
H -1.082 2.058 0.661 0.3937
```

## Properties
<S²>: 2.010
LUMO energy (spin up / spin down) (eV): 0.725 / -2.430
HOMO-LUMO gap (spin up / spin down) (eV): 6.068 / 7.184
F_max (eV Å⁻¹): 4.561
Multiplicity: 3


# 2
The following is a DFT calculation (ωB97M-V/def2-TZVPD) of a structure of composition C5H9ClO3P in a non-equilibrium geometry.

XYZ file:
```
19
Properties=species:S:1:pos:R:3:mulliken_charge:R:1
C 4.302 -0.477 2.127 -1.0894
C 3.093 -0.511 1.446 -0.0441
C -1.206 1.552 -1.853 -0.9029
C 2.017 -0.437 0.904 0.3870
C -2.257 0.685 -1.178 0.1635
O -1.499 -1.506 0.634 -0.3331
O -0.928 -2.874 -1.452 -0.6732
O -2.300 -0.662 -1.478 -0.2535
P -1.097 -1.523 -0.866 0.5338
Cl -1.385 0.725 2.380 -0.7399
H 4.613 -1.268 2.841 0.2487
H 4.768 0.474 2.327 0.2712
H -1.094 2.476 -1.327 0.3363
H -0.149 0.935 -1.752 0.1508
H -1.348 1.769 -2.885 0.3154
H 1.276 -0.617 0.201 0.2180
H -1.449 -0.621 1.235 0.2215
H -3.273 1.063 -1.246 0.2908
H -2.084 0.821 -0.059 -0.1009
```

## Properties
Charge: -1
LUMO energy (spin up / spin down) (eV): 2.363 / 1.960
Energy above the lowest of the compared OMol25 structures with the same formula, charge and spin (kJ/mol): 0.0
HOMO-LUMO gap (spin up / spin down) (eV): 7.747 / 6.947
F_max (eV Å⁻¹): 3.633


# 3
The following is a DFT calculation (ωB97M-V/def2-TZVPD) of the molecule C5H9ClS2 in a non-equilibrium geometry.

XYZ file:
```
17
Properties=species:S:1:pos:R:3:mulliken_charge:R:1
C -1.784 -0.228 0.290 -0.6432
C -1.173 0.860 -0.781 0.0569
S -2.027 2.126 -1.375 -0.2275
C 0.368 0.698 -0.962 -0.3007
S 0.942 -0.387 -2.247 -0.0973
C 0.981 0.583 0.531 -0.0476
C 1.099 -0.862 0.924 -1.1572
Cl 0.255 1.536 1.777 -0.1057
H -2.940 -0.463 0.330 0.3267
H -1.046 -0.050 1.345 0.1531
H -1.109 -1.096 -0.069 0.2079
H 0.790 1.692 -1.355 0.3684
H 0.539 -1.636 -1.722 0.1344
H 1.925 0.972 0.270 0.3886
H 1.716 -1.026 1.756 0.3997
H 1.302 -1.410 -0.021 0.1873
H 0.161 -1.309 1.308 0.3562
```

## Properties
LUMO energy (eV): -0.185
Energy above the lowest of the compared OMol25 structures with the same formula, charge and spin (kJ/mol): 279.8
SMILES: CC(=S)[C@H](S)[C@H](C)Cl
HOMO-LUMO gap (eV): 8.345
F_max (eV Å⁻¹): 4.787


# 4
The following is a DFT calculation (ωB97M-V/def2-TZVPD) of a cluster of 2 separate species, C5H9ClSi in total in a non-equilibrium geometry.

XYZ file:
```
16
Properties=species:S:1:pos:R:3:mulliken_charge:R:1
C -1.016 0.401 1.645 -0.6793
C -0.508 -0.669 1.001 -0.1168
C -1.012 1.589 0.655 -0.7012
C 0.199 1.237 -0.225 -0.4236
C 0.356 -0.212 -0.054 0.0074
Si 1.385 -1.340 -1.200 0.3661
Cl 0.936 -3.290 -1.010 -0.2408
H -1.496 0.375 2.513 0.5322
H -0.742 -1.640 1.395 0.3820
H -1.903 1.591 0.056 0.3189
H -0.992 2.472 1.231 0.3346
H -0.139 1.547 -1.217 0.2665
H 1.155 1.614 0.175 0.3139
H -0.566 -1.370 -1.562 -0.0208
H 2.692 -1.295 -0.660 -0.2216
H 1.648 -1.011 -2.744 -0.1175
```

## Properties
LUMO energy (spin up / spin down) (eV): -0.850 / -0.707
Energy above the lowest of the compared OMol25 structures with the same formula, charge and spin (kJ/mol): 425.6
HOMO-LUMO gap (spin up / spin down) (eV): 7.109 / 7.632
F_max (eV Å⁻¹): 5.453


Electronic energy: -1202.5471, -1223.1750, -1452.3617, -945.4619 (hartree)